1.
Entry from the OMol25 dataset: C18H54AsF6O13Tl as an isolated structure (the ωB97M-V functional and the def2-TZVPD basis).

## Properties
HOMO energy ... -0.3969 Ha
Total energy ... -127957.586 eV
Frontier orbital gap ... 1.318 eV
Total charge ... +2
Largest force on an atom ... 9.4 eV/Å

Structure (XYZ):
```
93
Properties=species:S:1:pos:R:3:forces:R:3
Tl -0.855487 -0.576125 -4.077443 -0.13 0.20 -0.24
As -0.747923 1.966930 -0.851533 0.75 -0.28 -0.49
F -1.271211 1.201286 0.756220 0.60 1.17 -1.91
F -0.132024 3.323417 0.021707 -0.60 -0.72 -0.36
F -0.337249 2.780243 -2.427275 -0.47 -1.12 2.14
F -1.461198 0.558092 -1.588288 -0.23 -0.15 -0.46
F -2.372802 2.662324 -1.168019 -0.02 0.60 0.68
F 0.721511 1.082864 -0.954600 0.25 0.42 0.65
C -2.867949 0.888742 5.056081 1.59 0.93 -0.53
C -1.389884 1.077460 5.327639 -0.08 0.48 0.79
O -0.592062 1.256642 4.181456 0.50 -1.12 -1.14
H -3.326855 1.075083 5.981808 -1.13 0.05 1.17
H -3.152911 -0.067744 4.649370 0.05 -0.28 -0.22
H -3.067479 1.716006 4.392739 -0.79 0.03 -0.44
H -1.021683 0.311869 6.007248 0.34 -0.47 0.00
H -1.211965 2.040410 5.911328 -0.39 -0.45 -0.48
H -0.818554 0.589381 3.487440 0.00 0.80 0.74
C -0.422582 -3.299683 1.474709 -0.68 -1.57 1.27
C -1.165818 -2.453430 2.497305 -0.30 0.46 -0.19
O -2.144697 -1.627664 1.925981 -0.55 0.90 -0.31
H 0.247877 -3.882276 2.109681 0.39 -0.25 -0.30
H 0.167350 -2.764380 0.760634 0.13 0.49 -0.42
H -1.092400 -4.070584 0.995713 0.55 1.09 0.28
H -0.466506 -1.828650 3.127040 -0.27 -0.64 -0.40
H -1.786973 -3.078205 3.153351 0.66 -0.10 0.08
H -1.779912 -0.954463 1.333816 0.14 -0.19 0.06
C 2.550076 -1.147940 6.148289 -0.20 0.03 0.21
C 2.530970 -0.000431 5.233181 1.80 6.79 -3.52
O 2.721748 1.017646 4.624326 -1.76 -8.03 4.52
H 2.820652 -0.756597 7.153651 0.04 0.04 -0.56
H 3.247085 -1.939447 5.819983 0.32 0.75 -0.18
H 1.616132 -1.720876 6.255821 -0.25 0.78 -0.35
H 3.930444 -4.650118 -0.857178 0.00 0.02 0.07
H -0.788604 3.510470 4.976735 0.01 -0.13 0.05
H -5.454943 7.992945 -1.335946 -0.24 -0.37 -0.09
C 2.683559 -4.212140 4.432554 -0.70 1.22 -1.81
C 4.148839 -4.032092 4.291021 2.13 -2.88 0.92
O 4.896453 -5.362503 4.022396 -1.29 2.52 0.25
H 2.299072 -5.080459 4.900416 -0.01 -1.13 0.13
H 2.315901 -4.022363 3.414124 -0.77 -0.74 0.39
H 2.292472 -3.380388 5.021852 -0.05 -0.07 -0.05
H 4.461097 -3.688027 5.259755 1.04 0.30 0.48
H 4.339912 -3.297622 3.535646 0.51 0.27 -0.54
H 5.865412 -5.211648 4.004446 -0.91 0.22 0.06
C 0.190039 -4.346020 -2.815280 -0.06 0.20 0.79
C 0.506692 -3.068410 -2.019158 0.06 -0.11 -0.88
O 0.856696 -1.980054 -2.971261 -0.01 -0.60 0.73
H -0.325009 -5.121520 -2.190539 0.27 0.82 -0.55
H 1.066145 -4.808880 -3.239557 0.39 -0.08 -0.18
H -0.438438 -3.973317 -3.621351 -0.28 -0.55 -0.13
H 1.294944 -3.195720 -1.243689 -0.55 0.31 -0.59
H -0.475262 -2.787450 -1.592383 0.80 0.40 0.14
H 1.771107 -1.964127 -3.333194 -0.23 -0.38 0.79
C 4.821816 -1.241746 -2.113838 -1.29 0.39 0.43
C 4.012968 -0.224553 -2.860872 0.91 1.30 0.42
O 3.310867 -0.897248 -3.861492 -1.53 0.37 -0.69
O 3.789328 -2.154609 -1.710843 0.66 0.29 0.26
H 5.285627 -0.713837 -1.288117 0.32 -0.25 0.42
H 5.560569 -1.722392 -2.732042 0.41 -0.24 -0.30
H 4.625739 0.603764 -3.287875 -0.19 -0.56 0.25
H 3.305275 0.247800 -2.147829 0.09 -0.45 -0.58
H 3.920319 -1.275831 -4.484318 0.47 -0.26 -0.51
H 4.200924 -2.883412 -1.241755 0.07 -0.60 0.30
C 0.021475 2.371801 -5.878547 0.67 1.19 0.16
C 1.380442 2.050535 -5.260142 -0.85 0.15 0.38
O 1.344020 0.634105 -5.096152 -0.31 -0.22 0.35
O -0.970467 2.057717 -4.904393 0.39 -0.27 0.17
H -0.111197 1.743178 -6.749082 -0.02 0.01 -0.46
H 0.035049 3.456730 -6.156781 -0.34 -0.83 0.15
H 1.470545 2.601405 -4.293053 -0.02 -0.53 -0.55
H 2.211893 2.314936 -5.915921 -0.16 0.16 -0.11
H 2.057802 0.317122 -4.534781 0.50 -0.21 0.03
H -1.857226 2.327544 -5.141703 -0.29 0.39 -0.37
C 3.218838 4.740760 4.397611 1.89 0.82 0.64
C -4.542169 4.385155 -0.718635 -1.72 -2.35 0.05
O -4.515694 3.221734 -0.216376 2.46 1.08 -2.63
O 3.569200 5.855127 4.122454 -0.32 -0.09 -0.36
H 2.216551 4.577302 4.778629 -0.62 -0.61 -0.09
H 4.038390 3.964205 4.452393 -0.97 -0.10 -0.20
H -5.183132 5.025616 -0.174136 -0.30 1.18 0.67
H -4.263316 4.692545 -1.750590 0.81 -0.60 0.79
H -3.732561 2.639001 -0.812933 -1.22 0.53 1.16
H -7.828728 3.935042 -2.111556 0.28 0.38 0.08
C -5.295920 2.295539 -4.315511 -1.33 -1.55 0.78
C -5.325076 1.235983 -3.169414 -1.59 0.58 -0.85
O -4.175396 1.175220 -2.390939 -1.02 0.51 1.28
O -4.167702 2.240390 -5.108161 1.39 -0.75 -1.03
H -5.307985 3.256668 -3.866690 0.16 1.06 0.46
H -6.242223 2.232291 -4.894064 0.45 -0.16 0.19
H -5.731396 0.258484 -3.448533 0.73 -0.26 -0.62
H -6.149980 1.553781 -2.545173 -0.11 0.44 0.61
H -3.430222 1.000931 -2.925410 1.40 -0.27 -0.92
H -4.141071 1.400771 -5.602208 -0.22 0.49 0.17
```
Positions in Å, forces in eV/Å.

2.
Entry from the OMol25 dataset: C6H40NO14 as an isolated structure (the ωB97M-V functional and the def2-TZVPD basis).

## Properties
HOMO energy ... -0.2390 Ha
Total energy ... -37028.899 eV
Frontier orbital gap ... 9.062 eV
Total charge ... -1
Largest force on an atom ... 2.1 eV/Å

Structure (XYZ):
```
61
Properties=species:S:1:pos:R:3:forces:R:3
C 0.232281 1.307155 0.349568 -0.89 -0.79 0.24
C 0.951370 2.176933 1.374179 -0.24 -0.57 -0.10
C 2.144619 1.503336 2.043496 1.39 1.08 0.44
O 3.255061 1.209193 1.230481 -0.45 -0.61 -1.10
C -0.397064 2.085508 -0.798446 -0.78 -1.32 -0.62
N -1.209798 1.144596 -1.643752 1.78 -0.62 1.03
C -0.322909 0.402099 -2.572353 -1.90 0.31 0.15
C -0.069093 1.204187 -3.833858 1.64 -1.21 -0.28
H 0.852128 0.476366 -0.005543 0.70 0.61 -0.44
H -0.561506 0.655482 0.753684 -0.13 0.72 0.64
H 0.269157 2.506258 2.167549 -0.09 -0.13 0.01
H 1.289071 3.096454 0.894900 0.23 -0.06 -0.12
H 1.921197 0.633354 2.668225 -0.48 -0.13 -0.12
H 2.534657 2.276675 2.723437 -0.21 -0.18 0.34
H -1.161428 2.784496 -0.473441 0.65 0.60 0.52
H 0.426524 2.544068 -1.350833 -0.28 0.41 -0.15
H -2.018716 1.565144 -2.062752 0.06 -0.27 -0.52
H 0.525661 0.101271 -1.970086 0.45 0.10 -0.39
H -0.857610 -0.516506 -2.836706 0.20 -0.07 -0.11
H -1.014558 1.383799 -4.333803 0.02 0.56 -0.03
H 0.547045 0.595921 -4.515444 -0.33 -0.13 -0.07
H 0.610055 2.040438 -3.670667 -0.68 0.56 0.16
H 0.932152 -4.345862 0.232867 -0.06 0.24 0.78
H 1.658573 -3.910002 -1.030484 -0.39 -0.38 0.20
O 1.133421 -4.649441 -0.643080 0.78 -0.24 -0.62
H 2.042953 -2.113244 -2.548708 0.06 0.13 0.27
H 2.302949 -1.986057 -0.995109 0.22 0.81 -0.07
O 1.656176 -2.276198 -1.680762 0.03 -0.26 -0.17
H -2.151194 2.858088 1.556782 -0.37 -0.23 0.36
H -3.585806 2.452924 2.075554 0.56 -0.40 0.15
O -3.096965 3.048536 1.495543 -0.08 0.49 -0.36
H 3.196121 0.203544 0.685356 0.01 1.06 0.78
H 3.968733 -1.396601 0.474891 -0.18 0.21 -0.17
O 3.164611 -0.957102 0.160263 0.40 -0.86 -0.19
H -2.785991 -1.504415 -1.809802 0.23 -0.28 0.05
H -3.111243 -2.578440 -2.878362 0.19 0.46 0.48
O -3.467738 -1.800674 -2.416428 -0.39 -0.25 -0.53
H 0.620299 -1.420613 1.587535 -0.10 0.33 0.11
H 2.191754 -1.369905 1.239295 -0.69 -0.72 0.07
O 1.454050 -1.845316 1.802116 0.51 0.03 -0.21
H 3.110753 1.988300 -0.431482 0.14 0.64 0.01
H 3.744452 2.951343 -1.522191 -0.17 -0.27 0.29
O 2.915697 2.699611 -1.095821 0.04 -0.21 -0.21
H -0.126706 -3.788306 -1.768949 -0.70 -0.24 0.59
H -1.608409 -3.813510 -1.153970 0.63 0.06 0.07
O -1.078350 -3.710950 -1.951488 -0.55 0.16 -1.05
H 0.685304 -2.727389 3.304631 0.18 0.67 0.40
H -0.606947 -3.176385 2.866308 -0.57 0.28 0.60
O -0.229742 -2.728919 3.646294 0.09 -1.41 -0.86
H 0.421224 0.071546 3.747770 0.14 -0.63 -0.17
H -0.663728 -1.104857 4.053116 1.01 0.42 -0.40
O -0.447440 -0.147433 4.084643 -1.21 0.75 0.57
H -2.574682 2.935098 -1.650427 -0.36 0.53 0.05
H -3.379687 2.898385 -0.344948 -0.05 0.54 -0.40
O -3.365334 3.304128 -1.241996 -0.07 -0.35 0.17
H -2.274046 0.560490 3.432353 -0.08 -0.21 0.03
H -2.520685 0.286936 1.984660 -0.30 -0.19 0.09
O -3.011917 0.455357 2.803970 0.44 0.25 -0.10
H -0.414085 -1.983594 0.055981 -0.14 -0.18 -0.24
H -1.317450 -0.881413 -0.407450 -0.16 0.43 -0.15
O -1.327221 -1.673894 0.143724 0.29 -0.03 0.31
```
Positions in Å, forces in eV/Å.

3.
Entry from the OMol25 dataset: one molecule with the formula C5H11N (the ωB97M-V functional and the def2-TZVPD basis).

## Properties
HOMO energy ... -0.3071 Ha
Total energy ... -6849.695 eV
Frontier orbital gap ... 8.490 eV
Largest force on an atom ... 0.5 eV/Å

Structure (XYZ):
```
17
Properties=species:S:1:pos:R:3:forces:R:3
C 2.547600 -0.413545 0.865336 0.09 -0.05 0.10
C 1.691557 -0.273539 -0.396983 -0.08 0.05 0.03
C 0.249872 -0.502547 -0.127100 0.13 0.34 -0.27
C -0.587692 0.564289 -0.702698 0.11 -0.10 0.02
N -2.013126 0.316003 -0.857373 0.03 -0.20 -0.06
C -2.682809 0.093458 0.416815 -0.13 0.02 0.18
H 2.326066 0.399414 1.564773 0.04 -0.13 -0.09
H 2.334549 -1.359317 1.370525 0.04 0.13 -0.07
H 3.613372 -0.364615 0.622320 -0.14 -0.02 0.03
H 1.945150 0.654405 -0.944198 -0.10 -0.09 0.11
H 1.933438 -1.113061 -1.074245 -0.07 0.08 0.07
H -2.110057 -0.523375 -1.421274 -0.03 0.12 0.02
H -0.184781 1.014706 -1.628534 0.00 -0.12 0.10
H -0.443354 1.357352 0.065335 0.04 -0.06 -0.06
H -3.690860 -0.288478 0.231222 0.14 0.06 0.05
H -2.781419 1.050443 0.944649 0.03 -0.13 -0.06
H -2.147502 -0.611586 1.071432 -0.09 0.10 -0.11
```
Positions in Å, forces in eV/Å.

For reference, energy above the lowest of the compared OMol25 structures with the same formula, charge and spin by record: 1.081; 2.509; 3.834 eV.